Record 1
{
  "formula": "C6H18O11PdS2",
  "method": "ωB97M-V/def2-TZVPD",
  "symbols": ["Pd", "S", "O", "O", "O", "O", "S", "O", "O", "O", "O", "C", "C", "O", "H", "H", "H", "H", "H", "H", "C", "C", "O", "H", "H", "H", "H", "H", "H", "C", "C", "O", "H", "H", "H", "H", "H", "H"],
  "positions_angstrom": [[27.74633, 19.82696, 18.14588], [24.39894, 18.61000, 16.00335], [23.61193, 17.46175, 15.63092], [25.78274, 18.56426, 15.51342], [23.93617, 19.81033, 15.35788], [24.66152, 18.78896, 17.42541], [30.32661, 22.41978, 15.95412], [28.94799, 22.08062, 15.64676], [30.56167, 23.84630, 16.17745], [30.47238, 21.71171, 17.20825], [31.11626, 21.97806, 14.86107], [25.63612, 25.44671, 17.97155], [26.34977, 24.86520, 19.18748], [26.15551, 23.46879, 19.30400], [25.76443, 26.52521, 17.87948], [24.56558, 25.24197, 17.98227], [26.08598, 24.97326, 17.09887], [25.99269, 25.39384, 20.07130], [27.43134, 24.93684, 19.07268], [25.25895, 23.32027, 19.61339], [29.68684, 14.22291, 19.33676], [28.68433, 15.12291, 18.60290], [29.43788, 16.25360, 18.23206], [29.33974, 13.19269, 19.41588], [29.99626, 14.51441, 20.34045], [30.63385, 14.07601, 18.81745], [27.86919, 15.43516, 19.25571], [28.19066, 14.66776, 17.74430], [29.92374, 15.94119, 17.46530], [29.54806, 20.62127, 23.81282], [29.49884, 19.46429, 22.77830], [28.23877, 19.50432, 22.09073], [28.94275, 20.27049, 24.64868], [29.13720, 21.55032, 23.41765], [30.52967, 20.76070, 24.26569], [29.74518, 18.48795, 23.19564], [30.19796, 19.64631, 21.96210], [27.60702, 19.25624, 22.76966]],
  "charge": -2,
  "energy_ha": -1991.02802,
  "lumo_ev": 1.58
}

Record 2
{
  "formula": "C8H12N4",
  "method": "ωB97M-V/def2-TZVPD",
  "symbols": ["C", "C", "N", "H", "H", "H", "C", "C", "N", "H", "H", "H", "C", "C", "N", "H", "H", "H", "C", "C", "N", "H", "H", "H"],
  "positions_angstrom": [[1.18462, -1.01641, -3.65791], [0.87535, 0.38064, -3.85768], [0.62991, 1.47616, -4.07602], [2.06643, -1.10805, -2.98769], [1.39346, -1.48965, -4.63910], [0.37513, -1.56303, -3.17807], [-2.06995, -1.60347, 3.73569], [-1.02471, -0.66102, 3.81598], [-0.20060, 0.12925, 3.89527], [-1.64703, -2.59169, 3.55880], [-2.71417, -1.27000, 2.91321], [-2.56420, -1.61674, 4.70392], [-0.27051, 2.60395, -0.65970], [-1.28394, 3.10118, -1.58035], [-2.07296, 3.54737, -2.24280], [-0.64043, 2.36803, 0.32848], [0.53420, 3.31767, -0.50298], [0.20899, 1.67360, -1.01155], [0.98785, -1.22205, 1.17165], [1.67066, -0.37930, 0.25130], [2.24319, 0.36818, -0.39528], [1.02537, -0.88879, 2.21307], [1.35886, -2.23063, 1.23425], [-0.06553, -1.32520, 0.96750]],
  "charge": 0,
  "energy_ha": -531.00126,
  "smiles": "CC#N.CC#N.CC#N.CC#N",
  "lumo_ev": 0.11
}

Record 3
{
  "formula": "C5H8N",
  "method": "ωB97M-V/def2-TZVPD",
  "symbols": ["C", "C", "C", "C", "C", "N", "H", "H", "H", "H", "H", "H", "H", "H"],
  "positions_angstrom": [[-0.69286, 1.10845, -0.87665], [0.08122, 0.31174, -0.02287], [-1.33370, 0.22706, -0.11101], [-2.63794, -0.42296, 0.17640], [2.51584, 0.16239, 0.21811], [1.12713, -0.09992, 0.57442], [-1.00025, 1.85970, -1.54573], [-3.50323, 0.23805, 0.41524], [-2.50095, -1.13476, 1.07255], [-2.97947, -1.06915, -0.75239], [2.65512, 1.19525, -0.10773], [3.38907, 0.09818, 0.95251], [2.92618, -0.29753, -0.74895], [0.89877, -0.87290, 1.22587]],
  "charge": 1,
  "energy_ha": -249.72418,
  "smiles": "C/[NH+]=c1\\cc1C",
  "lumo_ev": -3.58
}

Record 4
{
  "formula": "C6H10O",
  "method": "ωB97M-V/def2-TZVPD",
  "symbols": ["C", "C", "C", "C", "O", "C", "C", "H", "H", "H", "H", "H", "H", "H", "H", "H", "H"],
  "positions_angstrom": [[2.06794, 0.47054, -0.12070], [0.86555, -0.46079, -0.27235], [-0.03652, -0.78384, 0.96159], [-1.25287, -0.35408, 0.14187], [-2.44573, -1.05440, 0.07640], [-1.12307, 1.08397, -0.24242], [-0.37932, 0.02374, -1.02368], [2.50973, 0.39783, 0.87922], [1.79882, 1.51879, -0.29227], [2.85194, 0.21237, -0.84043], [1.19483, -1.40995, -0.70859], [0.15324, -0.20311, 1.87359], [-0.04342, -1.84929, 1.20597], [-3.00480, -0.76294, 0.80774], [-1.98828, 1.48928, -0.76113], [-0.59921, 1.79407, 0.39914], [-0.56882, -0.11220, -2.08396]],
  "charge": 0,
  "energy_ha": -309.79204,
  "smiles": "C[C@H]1C[C@@]2(O)C[C@@H]12",
  "lumo_ev": 0.95
}

Record 5
{
  "formula": "C39H40N2P",
  "method": "ωB97M-V/def2-TZVPD",
  "symbols": ["C", "C", "C", "C", "P", "C", "C", "C", "C", "C", "C", "C", "C", "C", "C", "C", "C", "C", "C", "H", "H", "H", "H", "H", "H", "H", "H", "H", "H", "H", "H", "H", "H", "H", "C", "N", "C", "C", "C", "C", "C", "C", "C", "C", "C", "C", "C", "C", "C", "N", "C", "C", "C", "C", "C", "C", "C", "H", "H", "H", "H", "H", "H", "H", "H", "H", "H", "H", "H", "H", "H", "H", "H", "H", "H", "H", "H", "H", "H", "H", "H", "H"],
  "positions_angstrom": [[-3.93003, 4.02756, -2.38597], [-2.98782, 3.08543, -2.82186], [-2.17599, 2.42996, -1.90179], [-2.29765, 2.71470, -0.52264], [-1.17049, 1.75052, 0.56639], [0.28773, 2.86469, 0.48995], [1.43255, 2.38134, 1.16095], [2.60533, 3.12910, 1.16140], [2.65708, 4.36030, 0.49406], [1.52237, 4.84905, -0.16152], [0.33707, 4.10593, -0.16216], [-1.83622, 2.30365, 2.19012], [-2.92396, 1.54233, 2.66988], [-3.50368, 1.84960, 3.89628], [-3.01270, 2.91707, 4.65995], [-1.94728, 3.68700, 4.18156], [-1.36169, 3.38607, 2.94631], [-3.22820, 3.67173, -0.09266], [-4.04520, 4.32290, -1.02375], [-4.57165, 4.53059, -3.10841], [-2.88442, 2.85952, -3.88568], [-1.43330, 1.69718, -2.22970], [1.37541, 1.42376, 1.68560], [3.48440, 2.74791, 1.68456], [3.58121, 4.93722, 0.48675], [1.55076, 5.81028, -0.67767], [-0.54598, 4.50510, -0.66718], [-3.30718, 0.72172, 2.05827], [-4.34293, 1.25198, 4.25802], [-3.46192, 3.14815, 5.62531], [-1.56339, 4.52545, 4.76552], [-0.53876, 4.00446, 2.57935], [-3.32047, 3.92185, 0.96731], [-4.77123, 5.05990, -0.67585], [4.23270, -3.68375, 3.86515], [2.79241, -3.72200, 3.99616], [2.34889, -3.72043, 5.37061], [0.84218, -3.89447, 5.48342], [0.13720, -2.88081, 4.58895], [0.65930, -2.92582, 3.18944], [1.96140, -3.45013, 2.94765], [2.37202, -3.64517, 1.60370], [1.58935, -3.20479, 0.55830], [0.36960, -2.48282, 0.78387], [-0.40657, -1.86744, -0.22837], [0.00264, -1.65379, -1.56703], [-0.97714, -1.47015, -2.58768], [-0.64182, -1.28601, -3.91431], [0.73124, -1.29194, -4.30560], [1.06852, -1.23066, -5.62321], [2.45208, -1.23607, -6.04526], [0.10687, -0.94528, -6.66469], [-1.26246, -1.52321, -6.33724], [-1.70675, -1.09011, -4.94551], [1.72103, -1.37846, -3.29362], [1.36971, -1.54068, -1.97231], [-0.08367, -2.42718, 2.13690], [4.53690, -3.62167, 2.81650], [4.65409, -2.80951, 4.39711], [4.68102, -4.58475, 4.31373], [2.87817, -4.52526, 5.90643], [2.65211, -2.76752, 5.84818], [0.56807, -4.91069, 5.17546], [0.54302, -3.76420, 6.52604], [-0.93976, -3.07875, 4.58251], [0.27407, -1.87115, 5.00710], [3.31425, -4.15872, 1.40319], [1.91766, -3.41080, -0.45637], [-1.44886, -1.66477, 0.01059], [-2.03536, -1.50337, -2.30956], [3.02705, -1.98811, -5.48816], [2.48704, -1.49281, -7.11352], [2.94518, -0.25723, -5.90941], [0.01195, 0.14993, -6.81018], [0.49648, -1.36773, -7.60177], [-1.98390, -1.19242, -7.08869], [-1.20824, -2.61796, -6.37839], [-2.59724, -1.65803, -4.65541], [-2.00293, -0.02799, -4.97480], [2.77441, -1.31861, -3.57159], [2.15516, -1.57308, -1.22274], [-1.05080, -1.95766, 2.34376]],
  "charge": 1,
  "energy_ha": -1960.79244,
  "lumo_ev": -4.10
}

Record 6
{
  "formula": "C31H47NO2P2RuS2",
  "method": "ωB97M-V/def2-TZVPD",
  "symbols": ["Ru", "C", "C", "C", "C", "C", "C", "H", "H", "H", "C", "H", "H", "H", "C", "H", "H", "H", "C", "H", "H", "H", "C", "H", "H", "H", "C", "C", "C", "C", "C", "C", "C", "C", "H", "H", "H", "H", "H", "H", "H", "H", "H", "H", "H", "H", "P", "P", "C", "C", "H", "H", "H", "H", "C", "H", "H", "H", "C", "H", "H", "H", "C", "H", "H", "H", "C", "H", "H", "H", "O", "S", "O", "N", "C", "S", "C", "C", "C", "C", "C", "C", "H", "H", "H", "H"],
  "positions_angstrom": [[-2.83318, -0.84325, 0.19932], [-0.38299, 0.69315, -1.46227], [-0.87293, 1.54594, -0.42162], [1.37067, 1.19204, -0.06091], [0.98184, 0.41962, -1.19311], [0.23508, 1.87699, 0.41889], [-0.90800, 0.52629, -2.82762], [-1.94796, 0.82783, -2.96727], [-0.79973, -0.50603, -3.19151], [-0.31322, 1.17589, -3.50004], [1.92262, -0.12089, -2.19356], [1.44758, -0.87669, -2.82937], [2.78934, -0.59598, -1.72760], [2.27752, 0.71661, -2.82364], [2.77062, 1.46912, 0.34357], [3.01968, 2.54450, 0.18663], [3.48264, 0.85805, -0.24142], [2.95750, 1.22469, 1.40358], [0.33363, 2.97028, 1.41841], [0.94272, 3.79770, 1.00759], [0.83017, 2.64569, 2.34652], [-0.65384, 3.37436, 1.66324], [-2.02916, 2.47848, -0.48405], [-1.64282, 3.50017, -0.68650], [-2.62045, 2.50313, 0.45000], [-2.72146, 2.22857, -1.29169], [-4.55032, -3.80549, 0.04482], [-4.85272, -2.71814, -0.88562], [-6.13185, -1.97030, -0.73260], [-6.11214, -1.13854, 0.54867], [-4.64410, -0.85863, 0.94683], [-4.10020, -1.87299, 1.84661], [-4.85626, -3.04145, 2.40355], [-5.33996, -4.02407, 1.31921], [-6.96703, -2.67790, -0.74008], [-6.66881, -1.65654, 1.34281], [-6.27230, -1.29411, -1.57853], [-6.42976, -3.96764, 1.17992], [-4.29998, -4.77742, -0.41156], [-4.54378, -2.87685, -1.93114], [-5.17193, -5.05543, 1.65445], [-4.23055, -3.60339, 3.12211], [-3.45053, -1.45807, 2.63888], [-5.68271, -2.60834, 2.99433], [-6.64311, -0.19136, 0.42678], [-4.40707, 0.24467, 1.08538], [-2.91147, -3.00912, 0.34536], [-1.29333, -0.83097, 2.25401], [-1.91646, -3.68156, 1.69440], [-1.40825, -2.66979, 2.76343], [-1.05907, -4.13090, 1.17162], [-2.46991, -4.48487, 2.20770], [-2.04106, -2.67218, 3.66896], [-0.35800, -2.87329, 3.01342], [0.16890, -0.30274, 3.16815], [0.57266, 0.62003, 2.74703], [0.92661, -1.08956, 3.01696], [-0.03371, -0.18660, 4.24226], [-2.32724, 0.62932, 2.99748], [-2.54512, 0.40614, 4.05852], [-3.25756, 0.81414, 2.42467], [-1.68139, 1.52244, 2.87759], [-2.22106, -3.56035, -1.25758], [-2.02319, -2.63050, -1.81647], [-2.92991, -4.19945, -1.80892], [-1.33771, -4.12172, -0.93172], [-3.59237, -0.33661, -1.47622], [-3.17011, 0.60309, -1.82821], [-4.66834, -0.14211, -1.27152], [-3.53268, -1.10255, -2.27358], [3.86633, -2.58914, 3.60634], [3.58776, -1.68032, 2.52037], [3.82837, -0.27281, 2.72849], [2.03539, -1.92660, 1.95611], [1.93776, -2.24340, 0.66163], [0.43524, -2.15325, -0.06163], [3.24073, -2.54612, 0.06666], [3.59710, -2.97959, -1.21396], [4.95536, -3.11330, -1.54928], [5.95538, -2.77538, -0.61901], [5.59853, -2.33123, 0.65603], [4.25521, -2.23696, 0.98932], [2.78217, -3.19553, -1.92660], [5.22260, -3.47902, -2.54897], [7.00894, -2.89289, -0.90978], [6.35452, -2.06995, 1.39395]],
  "charge": 1,
  "s_squared": 8.78,
  "energy_ha": -2988.01904,
  "lumo_ev": [-2.73, -5.19],
  "spin_multiplicity": 6
}

Record 7
{
  "formula": "C5H11N3",
  "method": "ωB97M-V/def2-TZVPD",
  "symbols": ["C", "C", "C", "C", "C", "N", "N", "N", "H", "H", "H", "H", "H", "H", "H", "H", "H", "H", "H"],
  "positions_angstrom": [[1.21950, -1.68068, -0.19872], [-2.31099, -0.13151, -0.66281], [0.44230, 0.84267, 0.27210], [0.79616, -0.29796, -0.01324], [-1.36138, -0.52879, 0.41954], [0.01433, 2.08018, 0.47076], [2.80253, 0.71166, -0.36053], [-1.52791, -1.18698, 1.46214], [0.09042, 2.44668, 1.40901], [0.21355, 2.75130, -0.25758], [3.08886, 1.19184, 0.49641], [2.69673, 1.46154, -1.04893], [-2.49516, -1.52070, 1.60167], [0.84603, -2.06854, -1.14943], [2.30690, -1.70427, -0.20716], [0.81395, -2.29113, 0.60941], [-1.99094, -0.56480, -1.61351], [-2.31018, 0.95357, -0.78396], [-3.33469, -0.46406, -0.44517]],
  "charge": 0,
  "energy_ha": -361.13079,
  "lumo_ev": [0.58, 0.65]
}

Record 8
{
  "formula": "C20H30BCl2N2O2S",
  "method": "ωB97M-V/def2-TZVPD",
  "symbols": ["C", "C", "O", "C", "C", "N", "C", "C", "C", "C", "C", "C", "S", "C", "C", "Cl", "C", "C", "C", "C", "C", "C", "Cl", "C", "B", "N", "O", "C", "H", "H", "H", "H", "H", "H", "H", "H", "H", "H", "H", "H", "H", "H", "H", "H", "H", "H", "H", "H", "H", "H", "H", "H", "H", "H", "H", "H", "H", "H"],
  "positions_angstrom": [[3.81760, -1.31323, 1.36696], [3.36633, -1.47149, 2.84289], [1.99411, -1.03981, 3.09464], [1.64956, 0.08839, 2.42437], [2.30918, 1.23549, 2.79239], [2.04714, 2.45531, 2.23837], [1.12793, 2.58248, 1.28827], [0.40197, 1.46805, 0.81305], [-0.55304, 1.65368, -0.25295], [-0.74120, 3.07972, -0.76564], [0.37275, 3.60221, -1.74924], [1.65380, 2.73835, -1.84075], [2.52300, 3.28726, -3.38976], [-1.24428, 0.53191, -0.71504], [-2.24656, 0.70992, -1.86470], [-1.49700, 1.51128, -3.31258], [-3.57247, 1.42947, -1.43749], [-4.16547, 0.82620, -0.14315], [-0.99631, -0.76715, -0.09590], [-1.83680, -1.94225, -0.62139], [-1.05146, -2.76591, -1.67887], [-1.45761, -4.27571, -1.69751], [-1.22654, -2.14237, -3.36475], [-0.05031, -0.96368, 0.92079], [0.12620, -2.46969, 1.44273], [-0.28207, -2.76135, 2.80888], [0.59726, -3.52507, 0.66658], [0.65950, 0.17944, 1.37740], [4.57921, -2.09413, 1.18904], [3.00617, -1.48706, 0.64092], [4.30969, -0.34160, 1.21134], [3.40745, -2.54724, 3.07495], [4.06805, -0.92906, 3.49574], [3.08482, 1.19907, 3.56286], [2.57263, 3.26036, 2.55939], [0.98381, 3.59163, 0.89715], [-1.70237, 3.24059, -1.26815], [-0.77356, 3.75148, 0.11183], [0.66170, 4.61029, -1.38988], [-0.01932, 3.75048, -2.76590], [1.47625, 1.66235, -1.96838], [2.36198, 2.97452, -1.02992], [3.21123, 2.16628, -3.71177], [-2.57885, -0.25004, -2.27771], [-4.28791, 1.18273, -2.24580], [-3.48815, 2.52427, -1.43701], [-3.51212, 0.94290, 0.73624], [-5.15926, 1.25220, 0.07474], [-4.32589, -0.25670, -0.30709], [-2.82045, -1.60714, -0.98220], [-2.09648, -2.64976, 0.19178], [0.02323, -2.73080, -1.44577], [-0.65078, -4.90448, -2.10203], [-1.75851, -4.63838, -0.69987], [-2.29195, -4.35147, -2.41739], [-0.39896, -1.86663, 3.28291], [0.49737, -3.20852, 3.29105], [-0.10426, -4.18755, 0.58129]],
  "charge": 1,
  "energy_ha": -2383.36099,
  "smiles": "CCOc1c[nH+]cc2c(CCCS)c([C@H](Cl)CC)c(C[C@@H](C)Cl)c(B(N)O)c12",
  "lumo_ev": -4.26
}